ORCA calculation (ωB97M-V/def2-TZVPD) on a 3-piece molecular cluster, C3H7O2 overall in a non-equilibrium geometry.

Values from the calculation:
energy relative to the best compared isomer or geometry (same formula, charge and spin) = 372.0 kJ/mol
Kohn-Sham gap = 6.2 eV
molar mass = 75.087 g/mol
E = -7317.0959 eV

```
! RIJCOSX wB97M-V def2-TZVPD def2/J DEFGRID3
* xyz -1 1
C 0.33445 2.24318 1.08811
O 0.02397 3.44092 1.42784
H 1.28662 1.82521 0.90422
H -0.40264 1.45539 1.34307
H 1.66620 -6.40487 -6.29150
C -0.51906 -1.73076 -1.41159
C -0.45933 -1.60898 -0.02315
O 0.19508 -0.74311 0.59806
H -0.84850 -2.63047 -1.90103
H -0.29671 -0.94021 -2.02647
H -0.87412 -2.49641 0.56428
H 1.58046 -5.81170 -6.72000
*
```